The following is a DFT calculation (the ωB97M-V functional and the def2-TZVPD basis) of an isolated ion of composition C32H38NO3 and charge -1.

As for the electronic energy: -41434.6021 eV. The SMILES is Cc1ccc([C@H](c2cc(C(C)(C)C)c([O-])c(C(C)(C)C)c2)N2C(=O)OC[C@H]2Cc2ccccc2)cc1. As for the max |F|: 0.0954 hartree/bohr. The charge is -1.

Each line ends with the Löwdin charge.
Geometry (Å):
C1 6.64 1.49 1.03  -0.07
C2 5.32 1.13 0.40  -0.30
C3 4.58 0.05 0.89  -0.04
C4 3.31 -0.23 0.37  -0.03
C5 2.72 0.68 -0.51  -0.15
C6 1.20 0.62 -0.82  -0.23
C7 0.35 0.11 0.37  -0.18
C8 -0.94 -0.27 0.01  -0.04
C9 -1.84 -0.78 0.90  -0.08
C10 -3.22 -1.31 0.44  -0.54
C11 -3.48 -2.71 1.00  -0.06
C12 -3.26 -1.41 -1.08  -0.07
C13 -4.32 -0.36 0.92  -0.06
C14 -1.49 -0.76 2.33  -0.33
O1 -2.35 -1.05 3.20  -0.10
C15 -0.15 -0.29 2.73  -0.09
C16 0.17 -0.30 4.25  -0.55
C17 -0.78 0.65 5.00  -0.07
C18 1.60 0.14 4.54  -0.09
C19 -0.02 -1.69 4.88  -0.07
C20 0.69 0.15 1.74  -0.03
N1 0.89 -0.03 -2.01  0.03
C21 0.85 -1.47 -2.15  -0.43
O2 0.33 -2.27 -1.38  0.11
O3 1.41 -1.84 -3.32  0.04
C22 1.84 -0.64 -4.04  -0.09
C23 1.15 0.52 -3.35  -0.22
C24 -0.02 0.93 -4.30  -0.09
C25 -1.44 0.91 -3.82  -0.23
C26 -2.39 0.06 -4.42  -0.03
C27 -3.75 0.17 -4.08  -0.10
C28 -4.16 1.14 -3.16  -0.11
C29 -3.22 1.99 -2.56  -0.08
C30 -1.87 1.90 -2.92  -0.04
C31 3.51 1.65 -1.14  -0.04
C32 4.81 1.88 -0.66  -0.05
H1 7.03 2.43 0.61  0.07
H2 6.52 1.65 2.11  0.08
H3 7.42 0.72 0.92  0.08
H4 5.01 -0.56 1.69  0.12
H5 2.77 -1.12 0.72  0.13
H6 0.88 1.68 -0.91  0.15
H7 -1.22 -0.18 -1.04  0.09
H8 -3.49 -2.67 2.09  0.07
H9 -4.45 -3.09 0.65  0.07
H10 -2.69 -3.40 0.67  0.09
H11 -3.21 -0.41 -1.53  0.04
H12 -2.41 -1.99 -1.47  0.09
H13 -4.20 -1.86 -1.42  0.09
H14 -4.15 0.65 0.53  0.08
H15 -5.30 -0.71 0.59  0.07
H16 -4.30 -0.32 2.02  0.07
H17 -1.81 0.29 4.89  0.07
H18 -0.51 0.64 6.07  0.07
H19 -0.70 1.67 4.62  0.08
H20 2.33 -0.55 4.09  0.08
H21 1.79 1.17 4.18  0.08
H22 1.76 0.14 5.63  0.07
H23 0.64 -2.42 4.41  0.08
H24 0.21 -1.63 5.95  0.07
H25 -1.06 -2.00 4.76  0.07
H26 1.69 0.50 2.05  0.09
H27 1.59 -0.81 -5.11  0.13
H28 2.94 -0.58 -3.92  0.13
H29 1.84 1.35 -3.22  0.12
H30 0.04 0.32 -5.22  0.10
H31 0.24 1.96 -4.60  0.12
H32 -2.07 -0.66 -5.17  0.11
H33 -4.47 -0.50 -4.54  0.10
H34 -5.21 1.22 -2.89  0.10
H35 -3.52 2.74 -1.83  0.11
H36 -1.14 2.64 -2.57  0.12
H37 3.11 2.25 -1.97  0.10
H38 5.42 2.68 -1.10  0.10

The following is a DFT calculation (the ωB97M-V functional and the def2-TZVPD basis) of C32H39N8O2RuSe as an isolated structure.

As for the electronic energy: -117745.5418 eV. As for the max |F|: 0.0580 hartree/bohr. Its multiplicity is 2. The charge is +2.

Each line ends with the Löwdin charge.
Geometry (Å):
Ru1 1.09 0.05 0.12  1.17
C1 2.34 -0.55 2.66  -0.19
C2 3.60 -0.05 1.99  -0.16
N1 3.35 0.17 0.54  -0.13
C3 3.96 1.39 -0.02  -0.16
C4 3.31 2.60 0.61  -0.16
N2 1.86 2.38 0.63  -0.12
C5 1.17 2.76 1.86  -0.22
C6 1.29 1.67 2.90  -0.15
N3 1.19 0.30 2.32  -0.13
H1 2.11 -1.55 2.31  0.09
H2 2.50 -0.61 3.75  0.14
H3 3.93 0.88 2.43  0.11
H4 4.40 -0.77 2.16  0.14
H5 3.73 -0.60 0.02  0.05
H6 5.04 1.41 0.13  0.14
H7 3.77 1.39 -1.09  0.12
H8 3.67 2.77 1.62  0.12
H9 3.58 3.49 0.04  0.14
H10 1.43 2.87 -0.15  0.04
H11 1.54 3.71 2.26  0.14
H12 0.13 2.90 1.61  0.04
H13 2.24 1.74 3.44  0.12
H14 0.51 1.82 3.64  0.13
H15 0.36 -0.15 2.67  0.12
O1 -1.27 -7.66 0.46  0.12
N4 -0.22 -7.08 0.35  -0.32
O2 0.86 -7.62 0.26  0.10
C7 -0.27 -5.59 0.32  -0.04
C8 -1.50 -5.07 0.28  0.08
C9 -1.70 -3.65 0.29  -0.11
C10 -2.99 -3.11 0.28  0.04
C11 -3.13 -1.75 0.35  0.01
C12 -1.98 -0.97 0.44  -0.13
N5 -0.74 -1.44 0.42  0.05
C13 -0.60 -2.79 0.33  -0.13
C14 0.74 -3.36 0.28  -0.13
N6 1.76 -2.48 0.19  0.07
C15 2.98 -2.98 0.13  -0.13
C16 3.27 -4.34 0.20  0.00
C17 2.24 -5.23 0.29  0.05
C18 0.92 -4.76 0.30  -0.04
H16 -2.36 -5.73 0.25  0.14
H17 -3.85 -3.77 0.22  0.14
H18 -4.11 -1.28 0.35  0.13
H19 -2.08 0.10 0.55  0.02
H20 3.81 -2.29 0.02  0.10
H21 4.30 -4.67 0.17  0.13
H22 2.44 -6.29 0.35  0.11
N7 1.87 -0.52 -6.07  0.17
C19 1.66 -0.48 -4.74  -0.29
C20 2.70 -0.71 -3.82  0.01
C21 2.45 -0.61 -2.48  -0.15
N8 1.26 -0.31 -1.95  -0.12
C22 0.25 -0.14 -2.83  -0.17
C23 0.40 -0.21 -4.19  0.02
H23 2.77 -0.73 -6.45  0.12
H24 1.12 -0.35 -6.71  0.12
H25 3.70 -0.97 -4.17  0.12
H26 3.25 -0.80 -1.78  0.08
H27 -0.73 0.06 -2.41  0.04
H28 -0.46 -0.07 -4.83  0.13
C24 -6.28 4.59 1.07  -0.03
C25 -4.98 3.93 0.68  -0.26
C26 -4.54 3.92 -0.63  0.01
C27 -3.33 3.31 -1.02  -0.29
C28 -2.96 3.34 -2.48  -0.09
C29 -2.53 2.70 -0.04  -0.50
Se1 -0.89 1.94 -0.58  0.91
C30 -2.96 2.70 1.31  -0.29
C31 -2.18 2.09 2.44  -0.08
C32 -4.18 3.32 1.63  -0.01
H29 -6.79 5.01 0.21  0.08
H30 -6.10 5.40 1.79  0.09
H31 -6.94 3.88 1.56  0.09
H32 -5.15 4.39 -1.40  0.12
H33 -3.70 3.88 -3.05  0.08
H34 -2.89 2.32 -2.87  0.07
H35 -1.99 3.81 -2.63  0.07
H36 -1.29 1.58 2.09  0.00
H37 -2.80 1.38 2.99  0.10
H38 -1.88 2.86 3.15  0.10
H39 -4.50 3.32 2.67  0.13

The following is a DFT calculation (the ωB97M-V functional and the def2-TZVPD basis) of C32H40BCl5F2LaN4O3P as an isolated structure.

As for the electronic energy: -124814.7483 eV. Its energy relative to the best compared isomer or geometry (same formula, charge and spin) is 96.2 kJ/mol. As for the max |F|: 0.0327 hartree/bohr. The charge is -2.

Each line ends with the Löwdin charge.
Geometry (Å):
La1 0.32 -1.57 0.81  1.76
O1 5.91 0.22 0.92  0.01
C1 5.78 -0.43 2.09  -0.30
C2 6.75 -0.22 3.06  -0.04
C3 6.66 -0.84 4.29  -0.12
C4 5.60 -1.68 4.57  -0.11
C5 4.63 -1.90 3.61  -0.04
C6 4.70 -1.29 2.36  -0.07
C7 3.60 -1.57 1.36  -0.51
O2 2.66 -2.33 1.71  -0.18
N1 3.74 -0.95 0.20  -0.01
N2 2.69 -1.24 -0.66  -0.03
C8 2.95 -1.04 -1.90  -0.09
C9 2.05 -1.33 -3.01  -0.14
C10 2.23 -0.61 -4.19  -0.08
C11 1.42 -0.82 -5.29  -0.15
C12 0.41 -1.77 -5.19  -0.12
C13 0.24 -2.53 -4.06  -0.01
C14 1.07 -2.36 -2.93  -0.29
O3 0.98 -3.14 -1.88  -0.01
H1 5.09 -0.04 0.38  0.06
H2 7.57 0.45 2.82  0.10
H3 7.43 -0.65 5.03  0.09
H4 5.52 -2.17 5.54  0.09
H5 3.79 -2.55 3.78  0.09
H6 3.93 -0.62 -2.16  0.12
H7 3.01 0.14 -4.22  0.10
H8 1.55 -0.24 -6.19  0.08
H9 -0.26 -1.93 -6.04  0.09
H10 -0.54 -3.28 -3.97  0.11
Cl1 -2.98 -3.04 1.37  0.69
C15 -2.21 -2.95 2.95  -0.70
C16 -0.99 -2.29 3.05  -0.29
C17 -0.45 -2.26 4.32  -0.70
Cl2 1.07 -1.41 4.59  0.64
C18 -1.02 -2.89 5.43  -0.72
Cl3 -0.27 -2.88 6.99  0.62
C19 -2.25 -3.51 5.28  -0.72
Cl4 -3.02 -4.26 6.63  0.62
C20 -2.87 -3.53 4.03  -0.71
Cl5 -4.41 -4.29 3.86  0.62
N3 1.73 0.97 1.82  0.02
H11 1.68 1.49 2.68  0.01
H12 1.05 1.31 1.13  -0.05
H13 2.67 1.02 1.43  0.01
C21 -2.20 2.35 1.83  -0.11
C22 -1.98 2.90 0.41  -0.59
C23 -3.17 3.80 0.05  -0.10
C24 -0.74 3.80 0.47  -0.11
P1 -1.63 1.40 -0.74  0.81
N4 -0.63 0.42 -0.09  -0.45
C25 -0.94 2.09 -2.39  -0.59
C26 0.56 2.36 -2.21  -0.10
C27 -1.05 0.98 -3.44  -0.10
C28 -1.61 3.34 -2.97  -0.10
C29 -3.32 0.58 -1.11  -0.59
C30 -4.06 0.46 0.23  -0.11
C31 -3.09 -0.84 -1.62  -0.11
C32 -4.25 1.30 -2.10  -0.10
H14 -2.01 3.15 2.55  0.08
H15 -1.51 1.53 2.02  0.06
H16 -3.21 2.00 1.98  0.05
H17 -3.20 4.64 0.75  0.08
H18 -4.12 3.27 0.13  0.05
H19 -3.09 4.21 -0.96  0.06
H20 -0.86 4.50 1.30  0.08
H21 -0.60 4.38 -0.43  0.06
H22 0.17 3.22 0.65  0.06
H23 1.02 1.53 -1.67  0.06
H24 0.77 3.29 -1.70  0.06
H25 1.02 2.42 -3.21  0.08
H26 -0.66 0.03 -3.07  0.07
H27 -0.45 1.27 -4.31  0.08
H28 -2.07 0.83 -3.79  0.06
H29 -1.45 4.22 -2.36  0.05
H30 -2.69 3.21 -3.11  0.06
H31 -1.18 3.54 -3.96  0.08
H32 -3.43 0.03 0.99  0.06
H33 -4.92 -0.21 0.08  0.08
H34 -4.45 1.42 0.58  0.05
H35 -2.28 -1.36 -1.09  0.01
H36 -2.85 -0.87 -2.68  0.07
H37 -4.01 -1.41 -1.48  0.08
H38 -4.47 2.34 -1.81  0.06
H39 -5.20 0.77 -2.14  0.08
H40 -3.84 1.31 -3.11  0.05
F1 0.08 -4.34 -0.07  -0.06
B1 -0.32 -3.26 -0.95  -1.02
F2 -1.29 -3.81 -1.83  0.00

The following is a DFT calculation (the ωB97M-V functional and the def2-TZVPD basis) of C32H40BrCl2N6O3Ta as an isolated structure.

As for the electronic energy: -145556.2678 eV. Its energy relative to the best compared isomer or geometry (same formula, charge and spin) is 39.9 kJ/mol. As for the max |F|: 0.0572 hartree/bohr. The charge is 0.

Each line ends with the Löwdin charge.
Geometry (Å):
Ta1 -0.08 -0.08 -0.17  1.64
C1 1.44 4.02 -2.39  0.03
O1 1.55 2.55 -2.36  -0.02
C2 0.59 1.68 -2.62  -0.56
O2 0.67 0.53 -2.15  -0.10
N1 -0.44 2.08 -3.36  0.05
N2 -1.64 1.32 -3.59  0.09
H1 2.32 4.34 -1.88  0.08
H2 0.52 4.21 -1.79  0.11
H3 1.45 4.31 -3.43  0.08
H4 -0.48 2.96 -3.81  0.13
H5 -1.39 0.53 -4.18  0.10
H6 -1.97 1.00 -2.68  0.01
Cl1 0.06 -2.06 4.43  0.73
C3 1.31 -2.17 3.25  -0.60
C4 2.51 -2.87 3.60  -0.10
C5 3.50 -3.08 2.65  -0.61
Cl2 5.10 -3.65 3.00  0.68
C6 3.23 -2.67 1.28  -0.16
C7 4.03 -2.88 0.12  0.01
C8 3.69 -2.40 -1.14  -0.04
C9 2.62 -1.56 -1.25  -0.16
N3 1.76 -1.41 -0.30  0.01
C10 2.01 -2.00 0.95  -0.14
C11 1.03 -1.74 1.95  -0.43
O3 -0.06 -1.10 1.63  -0.24
H7 2.63 -3.31 4.65  0.13
H8 4.91 -3.50 0.21  0.09
H9 4.41 -2.51 -1.95  0.12
H10 2.40 -1.02 -2.14  0.10
C12 -3.09 2.43 1.61  -0.07
C13 -2.33 3.39 0.65  -0.34
C14 -2.46 2.81 -0.80  -0.09
C15 -0.91 3.80 1.10  -0.14
C16 -0.74 5.08 1.56  -0.06
C17 0.50 5.48 2.07  -0.11
C18 1.60 4.65 2.11  -0.04
C19 1.44 3.31 1.63  -0.14
C20 2.64 2.39 1.82  -0.38
C21 3.21 2.04 0.46  -0.07
C22 2.40 1.17 2.68  -0.06
C23 0.19 2.86 1.14  -0.25
N4 0.08 1.62 0.54  -0.17
H11 -4.08 2.20 1.18  0.07
H12 -3.15 2.77 2.65  0.08
H13 -2.56 1.44 1.68  0.07
H14 -2.97 4.22 0.62  0.09
H15 -2.19 1.74 -0.72  0.01
H16 -1.73 3.37 -1.45  0.07
H17 -3.45 3.02 -1.21  0.08
H18 -1.58 5.79 1.54  0.12
H19 0.69 6.46 2.45  0.09
H20 2.56 4.93 2.59  0.11
H21 3.42 3.03 2.35  0.14
H22 2.63 1.25 0.03  0.03
H23 4.20 1.71 0.54  0.06
H24 3.21 2.96 -0.19  0.09
H25 1.40 0.80 2.51  0.04
H26 2.39 1.41 3.77  0.10
H27 3.07 0.33 2.55  0.07
C24 -3.00 -2.64 -1.31  -0.07
C25 -3.03 -1.14 -0.84  -0.68
C26 -3.72 -1.10 0.57  -0.03
C27 -3.83 -0.32 -1.90  -0.07
N5 -1.65 -0.74 -0.81  -0.24
H28 -3.92 -3.07 -1.64  0.07
H29 -2.64 -3.20 -0.46  0.06
H30 -2.21 -2.66 -2.04  0.05
H31 -4.37 -1.96 0.70  0.07
H32 -4.21 -0.14 0.66  0.05
H33 -2.94 -1.07 1.35  0.07
H34 -4.94 -0.58 -1.91  0.10
H35 -3.42 -0.46 -2.91  0.06
H36 -3.81 0.76 -1.67  0.05
Br1 -2.02 -6.72 1.25  0.71
C28 -0.97 -5.91 -0.15  -0.66
C29 -1.29 -6.04 -1.46  -0.11
C30 -0.45 -5.41 -2.40  -0.03
C31 0.66 -4.71 -1.92  -0.17
N6 0.93 -4.55 -0.67  0.10
C32 0.08 -5.12 0.19  -0.18
H37 -2.16 -6.59 -1.78  0.11
H38 -0.64 -5.42 -3.45  0.10
H39 1.21 -4.17 -2.65  0.10
H40 0.28 -5.06 1.29  0.11

The following is a DFT calculation (the ωB97M-V functional and the def2-TZVPD basis) of C32H40CeN7O2S as an isolated structure.

As for the electronic energy: -72099.7715 eV. Its energy relative to the best compared isomer or geometry (same formula, charge and spin) is 94.0 kJ/mol. As for the max |F|: 0.0744 hartree/bohr. The charge is +3.

Each line ends with the Löwdin charge.
Geometry (Å):
Ce1 0.51 -0.07 -0.75  1.16
C1 2.14 0.81 4.99  -0.10
C2 1.10 1.10 4.02  -0.25
C3 0.18 -0.06 3.70  -0.18
C4 -0.84 -0.36 4.54  -0.03
C5 -1.65 -1.43 4.33  -0.03
C6 -1.41 -2.28 3.28  0.00
C7 -0.43 -1.99 2.31  -0.16
C8 -0.10 -2.90 1.20  -0.24
C9 -0.47 -4.36 1.43  -0.06
C10 0.36 -0.83 2.56  -0.15
N1 1.23 -0.49 1.45  -0.08
C11 2.50 -0.11 1.48  -0.01
C12 3.18 0.37 0.35  -0.31
C13 4.39 0.96 0.32  0.04
C14 4.55 1.48 -1.01  -0.01
C15 3.51 1.00 -1.74  -0.12
N2 2.68 0.23 -0.99  -0.13
H1 2.96 1.59 4.82  0.11
H2 2.59 -0.19 4.90  0.10
H3 1.85 1.10 6.00  0.09
H4 1.50 1.53 3.08  0.11
H5 0.53 1.89 4.48  0.11
H6 -1.07 0.34 5.32  0.14
H7 -2.54 -1.57 4.91  0.12
H8 -2.05 -3.13 3.11  0.12
H9 0.99 -2.87 1.09  0.11
H10 -0.46 -2.44 0.22  0.05
H11 0.00 -4.73 2.36  0.12
H12 -0.02 -4.97 0.62  0.08
H13 -1.52 -4.54 1.40  0.08
H14 3.00 -0.20 2.48  0.18
H15 5.03 1.10 1.19  0.14
H16 5.27 2.29 -1.29  0.14
H17 3.32 1.04 -2.85  0.15
O1 -0.25 2.06 -4.35  0.19
C16 -0.14 1.79 -3.19  -0.50
O2 0.44 0.69 -2.75  -0.22
C17 -0.71 2.63 -2.04  -0.16
C18 -1.30 3.89 -2.31  0.04
C19 -1.82 4.61 -1.32  0.02
C20 -1.66 4.18 0.01  -0.14
C21 -1.88 5.02 1.16  0.01
C22 -1.80 4.51 2.43  -0.02
C23 -1.48 3.12 2.60  -0.02
C24 -1.05 2.37 1.54  -0.03
C25 -1.09 2.89 0.21  -0.20
N3 -0.64 2.17 -0.84  0.05
H18 -1.42 4.25 -3.34  0.15
H19 -2.16 5.68 -1.50  0.17
H20 -1.86 6.13 1.06  0.15
H21 -1.82 5.12 3.33  0.13
H22 -1.61 2.51 3.49  0.12
H23 -0.65 1.41 1.61  0.07
N4 2.66 -4.28 -3.85  0.06
C26 1.78 -4.65 -2.69  -0.06
C27 1.66 -3.47 -1.66  -0.13
N5 1.17 -2.23 -2.34  -0.09
C28 1.93 -1.92 -3.56  -0.15
C29 2.10 -3.08 -4.58  -0.06
H24 2.57 -5.05 -4.46  0.15
H25 3.67 -4.20 -3.65  0.21
H26 2.30 -5.48 -2.23  0.14
H27 0.78 -4.95 -3.10  0.16
H28 2.62 -3.46 -1.09  0.15
H29 0.90 -3.81 -0.96  0.08
H30 0.19 -2.36 -2.59  0.10
H31 3.00 -1.62 -3.32  0.15
H32 1.49 -1.08 -4.07  0.12
H33 2.75 -2.83 -5.36  0.12
H34 1.14 -3.53 -5.05  0.18
S1 -2.16 -0.89 -1.35  0.74
C30 -3.35 0.32 -1.17  -0.75
N6 -3.53 1.18 -0.19  0.08
C31 -4.62 2.22 -0.49  -0.02
C32 -5.00 1.74 -1.94  -0.09
N7 -4.11 0.65 -2.19  0.05
H35 -3.21 1.05 0.77  0.15
H36 -4.18 3.19 -0.48  0.09
H37 -5.50 2.14 0.10  0.12
H38 -4.85 2.48 -2.72  0.13
H39 -6.08 1.45 -1.88  0.15
H40 -4.03 0.15 -3.04  0.15